# 1
Computed, not measured: a 5-piece molecular cluster, C14H40N2O8 overall in a non-equilibrium geometry, with ωB97M-V/def2-TZVPD.

Cartesian coordinates (Å):
1 O 1.0712 5.4404 1.6570
2 H 2.4131 4.8800 0.1796
3 H 1.9058 -0.8286 -0.1509
4 H -2.9776 -0.4962 1.1443
5 N -1.4055 4.8820 2.8868
6 H 0.6493 -1.7727 -6.7934
7 C 0.8232 -0.7371 -0.3074
8 H 3.6884 -2.2210 2.5666
9 H 4.6885 -4.4117 2.4190
10 O 1.2834 -1.9016 3.1245
11 H -0.6745 -2.6772 -2.3289
12 H 0.4721 2.8367 4.7957
13 H 1.8851 3.8833 2.7325
14 O -0.4922 -3.4989 -4.2098
15 H 0.2855 5.0979 4.0715
16 C -0.1985 -3.5312 -2.8196
17 H -1.8840 -1.5824 -6.6600
18 O -4.2055 1.8050 1.1296
19 O 3.9653 -4.2594 3.0330
20 H -2.9603 2.0788 2.7380
21 H -0.4071 2.2016 3.4102
22 H -2.1237 1.8607 1.1888
23 H -0.5357 0.9069 -0.5795
24 C 3.1813 -3.1894 2.5297
25 H 0.6273 3.3822 1.6271
26 C -2.8022 0.0522 2.0778
27 H -1.3165 2.9892 4.6455
28 C -0.3626 3.0380 4.1252
29 C -2.9797 1.5366 1.7845
30 O 0.1316 -1.5382 0.6353
31 C -1.3915 -2.5374 -6.8667
32 H 0.8862 -3.5222 -2.6681
33 C 1.4190 5.3275 0.2872
34 H -4.8913 1.8551 1.8015
35 H 0.6943 -1.5118 1.4243
36 N 0.6141 -3.8658 -6.7579
37 H 0.6187 -1.0697 -1.3253
38 H 0.6579 4.7642 -0.2619
39 H 1.3045 2.3653 -0.7841
40 C 1.9327 -3.1501 3.3427
41 C 0.0429 -2.3732 -4.8364
42 H -1.8169 4.1857 2.2604
43 C 0.0388 -2.5682 -6.3661
44 H -0.0312 -4.5878 -6.4477
45 H -1.1962 5.6371 2.2351
46 H -1.9735 -3.3158 -6.3697
47 H 1.0783 -2.1710 -4.5216
48 C 0.9187 4.2013 2.3102
49 H 2.1501 -3.2974 4.4097
50 H -0.5611 -1.4781 -4.6141
51 H 1.2619 -3.9857 3.1095
52 O 1.3955 1.4388 -1.0211
53 H -0.5936 -4.4504 -2.3952
54 H 1.4377 -4.0628 -6.1914
55 H 0.6321 -1.7716 3.8190
56 O -3.7333 -0.4076 3.0399
57 H -4.5948 -0.0453 2.7990
58 H -1.4773 -2.6942 -7.9427
59 H 2.8928 -3.3848 1.4865
60 C 0.4647 0.7129 -0.1817
61 H 0.5596 1.0479 0.8545
62 H 1.4656 6.3349 -0.1206
63 C -0.1437 4.3458 3.3984
64 H -1.8073 -0.1917 2.4415

Total charge: 0
HOMO level in eV: -9.2
Kohn-Sham gap in eV: 9.642
SMILES: COC[C@H](C)N.COC[C@H](C)N.OCCO.OCCO.OCCO
LUMO in eV: 0.4
Molecular weight in Da: 364.48
2S+1: 1

Atomic partial charges in e from the natural (NBO) method, atoms 1 to 4: O -0.550; H 0.171; H 0.163; H 0.173

# 2
Computed, not measured: a 6-piece molecular cluster, C14H40O10S6 overall in a non-equilibrium geometry, with ωB97M-V/def2-TZVPD.

Cartesian coordinates (Å):
1 H -3.6368 3.4515 -1.4650
2 O 1.0975 1.7563 1.3073
3 S 2.4554 1.9136 1.7667
4 S -4.1890 -4.1700 0.9532
5 H 0.3843 -2.6109 -1.0601
6 H -5.6056 -2.1948 1.5540
7 S -3.8919 2.2013 0.5812
8 H 3.4897 2.3012 3.8776
9 H 1.5824 6.1016 1.2488
10 H -3.7372 -2.7757 2.8744
11 O 0.0154 1.4302 -3.4269
12 H 0.5034 4.4549 -0.0754
13 H 3.4872 -1.8462 0.0669
14 O 2.1686 0.4413 -4.2169
15 H -3.3439 0.0716 -0.2345
16 H 2.0465 -5.0957 -1.5843
17 C -0.1732 -0.4829 -1.3519
18 O -3.1089 3.1070 1.4638
19 C -0.5356 4.4853 0.2647
20 C 2.1767 1.8099 -1.9640
21 O 0.9898 -0.5261 -2.2152
22 H -0.7583 3.7172 0.9982
23 H 4.3361 -1.8896 1.6315
24 H 0.7864 -3.5070 -3.2240
25 H -3.3759 0.0501 1.5933
26 C -5.7699 -3.2598 1.4039
27 O 3.2924 2.9788 1.2842
28 O -4.4730 -5.6173 1.2125
29 C -3.0660 0.5718 0.6902
30 C -3.2571 2.4905 -1.1255
31 C 2.5309 1.8819 3.5902
32 H 1.4703 2.1851 -1.2281
33 C 0.8096 6.0267 2.0177
34 H -3.2171 -4.4293 3.0805
35 H 1.9445 -2.3510 -3.9442
36 H 2.8926 -2.8192 1.3597
37 C 2.5606 -0.7093 1.7032
38 H 1.7411 2.5588 3.9139
39 H -2.2278 -3.3093 2.0529
40 S 1.2782 0.8035 -3.1305
41 O 4.1855 -3.5378 -4.0874
42 C 2.9354 -4.5390 -1.8719
43 H 2.9731 1.2195 -1.5256
44 H -2.0020 0.7911 0.7774
45 H 0.0251 -0.2235 -0.3141
46 C -3.2237 -3.5973 2.3779
47 H 2.4935 2.6032 -2.6417
48 H 3.0255 -3.5440 -1.4412
49 C 1.5903 -3.3802 -3.9448
50 H -0.9616 0.0456 -1.8721
51 H -1.1945 -2.2541 -0.4195
52 C 3.3587 -1.8539 1.1489
53 H -3.6628 1.7323 -1.8004
54 C -0.5069 -1.9990 -1.2264
55 O -0.7033 7.0827 0.0503
56 H 0.9776 5.0838 2.5335
57 H 1.1666 -3.5989 -4.9253
58 H -1.0840 4.6038 -0.6659
59 H 1.5148 -0.6968 1.3869
60 H -6.1386 -3.6950 2.3321
61 S -0.7866 6.0530 1.1461
62 H 0.8380 6.9269 2.6262
63 H 3.8138 -5.1097 -1.5657
64 O 3.2172 0.5229 1.4027
65 H 2.5356 -0.8094 2.7960
66 H 2.3419 0.8811 3.9595
67 H -2.1724 2.4199 -1.1675
68 H -0.8438 -2.4056 -2.1815
69 S 3.0594 -4.4252 -3.7150
70 H -6.4439 -3.4922 0.5848

Total charge: 0
HOMO level in eV: -8.6
Kohn-Sham gap in eV: 8.395
LUMO in eV: -0.2
Molecular weight in Da: 560.87
2S+1: 1

Atomic partial charges in e from the natural (NBO) method, atoms 1 to 4: H 0.244; O -0.950; S 2.350; S 1.210

# 3
Computed, not measured: a 5-piece molecular cluster, C14H40O20P4S overall in a non-equilibrium geometry, with ωB97M-V/def2-TZVPD.

Cartesian coordinates (Å):
1 C -4.5637 -3.7182 -0.7862
2 H 1.8545 1.4823 -2.0790
3 C -1.9584 -1.9947 6.1568
4 H -0.0635 -2.2877 1.0746
5 H -3.6205 0.8964 8.7979
6 O -1.6267 -1.7472 -2.5547
7 H -5.3199 -4.3910 -1.1908
8 H -2.1740 -2.8457 5.5108
9 H -0.8100 1.3468 -1.7077
10 H -4.7349 0.2727 -0.8677
11 H 2.0159 -1.5271 -0.8371
12 O 5.5175 -2.1564 0.9412
13 O 1.3312 0.0169 1.8382
14 C -2.5137 0.0133 3.1867
15 H -1.5451 2.4185 -3.7041
16 H 3.9911 -4.8832 -2.0399
17 C 5.0670 -4.7468 -1.9299
18 H -3.1213 0.6211 -1.5350
19 O -0.6231 3.1503 -5.4585
20 O -2.9223 -0.9880 5.8036
21 C -2.9026 1.3934 8.1454
22 H 3.1167 -1.0017 0.3297
23 O -3.3056 1.1880 6.8237
24 H 3.3445 4.5997 -5.9333
25 O -0.0382 5.5024 -5.6386
26 H -1.9150 0.9331 8.1728
27 O 5.4274 -3.6506 -1.1695
28 O 1.8379 1.8128 -0.0031
29 H -3.3414 -0.4779 2.6751
30 H 6.6911 -3.0418 2.3926
31 H -2.1559 1.7692 -5.1417
32 H 3.8788 4.0861 -4.3814
33 H -1.8805 -0.8399 3.4298
34 O -1.6356 -2.9615 -0.1662
35 H 7.2083 -1.5004 1.8578
36 P -2.3722 -2.3271 -1.4303
37 O 0.1727 4.3565 -3.2485
38 H 5.2885 -5.6970 -1.4438
39 H 2.9754 5.5496 -4.5306
40 O 4.8455 -4.6634 1.0446
41 S 0.9299 1.2733 1.2353
42 O 0.4105 2.2827 2.1118
43 C 3.0224 4.5233 -4.8948
44 H 5.6488 -1.6656 2.8464
45 C -1.2190 2.1022 -4.6950
46 H -2.1028 5.6898 -5.0812
47 H -0.9067 -1.7165 6.0897
48 H 3.7447 -1.3295 -1.2300
49 P 4.7584 -3.4317 0.2737
50 H -2.9453 2.4307 8.4776
51 C -1.2801 6.2362 -5.5423
52 O -3.0388 0.9016 4.1749
53 C 1.2171 1.8389 -1.2699
54 H -4.1832 -4.3030 0.0512
55 P -2.4342 0.5193 5.6668
56 O -0.9538 0.7628 5.7556
57 H 1.0076 2.8872 -1.4829
58 O -3.2437 -1.1919 -0.7190
59 C -3.8886 -0.1435 -1.4142
60 O 1.8598 3.7302 -5.1703
61 H -1.4939 6.4508 -6.5894
62 C 6.3065 -2.0717 2.0779
63 H 0.2510 -0.1401 -1.3993
64 P 0.3420 4.2175 -4.7476
65 H -1.5876 -1.2573 0.9798
66 H -2.1655 -2.3329 7.1721
67 C -1.1451 -2.2528 0.9446
68 H -0.5991 1.2342 -4.4705
69 H -5.0757 -2.8136 -0.4582
70 C 3.0348 -1.7093 -0.4953
71 O 3.2317 -2.9804 0.0032
72 H -1.9411 0.6571 2.5190
73 H -1.4955 -2.8007 1.8193
74 O -3.5365 -3.4304 -1.7368
75 H -0.9797 7.1291 -4.9940
76 C 0.0087 0.8928 -1.1493
77 H 5.5526 -4.7933 -2.9046
78 O -0.3358 0.9848 0.2834
79 H -4.1947 -0.3420 -2.4413

Total charge: 0
HOMO level in eV: -10.4
Kohn-Sham gap in eV: 10.828
SMILES: COP(=O)(OC)OC.COP(=O)(OC)OC.COP(=O)(OC)OC.COP(=O)(OC)OC.O=S1(=O)OCCO1
LUMO in eV: 0.5
Molecular weight in Da: 684.42
2S+1: 1

Atomic partial charges in e from the Mulliken method, atoms 1 to 4: C -0.565; H 0.282; C -0.740; H 0.219

# 4
Computed, not measured: C14H41BeO7S6 as an isolated structure in a non-equilibrium geometry, with ωB97M-V/def2-TZVPD.

Cartesian coordinates (Å):
1 O 0.9411 0.6412 -1.9624
2 H -4.3763 0.5165 2.1151
3 H 1.9098 1.3277 3.5445
4 H 2.0403 -2.6969 4.9553
5 H -0.9940 3.9369 -0.4722
6 S 1.3718 -3.0784 -0.0732
7 H 3.1323 0.2526 4.0128
8 H -4.4439 -2.1601 1.0994
9 C 1.1100 3.9071 -0.7440
10 H 1.9584 -2.8647 3.0986
11 O -2.0302 -0.5214 1.1458
12 H -0.2236 1.9366 -5.0573
13 C -3.8921 0.0365 2.9655
14 C -0.2049 -3.7361 0.7668
15 H 2.0158 3.7499 -0.1584
16 C 2.0553 0.3982 4.0950
17 O 0.6376 -0.8758 2.1731
18 H 6.0340 0.4963 1.1297
19 C -0.1100 3.9140 0.1650
20 C 4.9938 0.1750 1.1842
21 H 2.0266 0.6440 5.1566
22 S -3.0904 0.3236 -2.1260
23 H -4.4368 -2.8198 2.7332
24 O -1.9191 0.8465 -1.3127
25 H 4.3083 3.0717 -1.0513
26 C 1.2766 -4.0238 -1.6308
27 C -3.7991 -2.5139 1.9038
28 H 0.1527 -0.9367 -5.1830
29 H 4.6168 1.2596 -1.6220
30 H -4.2755 -1.3197 -0.7109
31 H -4.2561 0.3428 -0.0395
32 S -2.5948 -1.1656 2.4143
33 H 0.1506 -1.5551 -3.5327
34 H 4.7502 -0.7105 0.5972
35 H 4.5963 -0.3440 2.0563
36 C -3.8525 1.8195 -2.8423
37 H -3.3797 0.7958 3.5562
38 C -0.0774 -0.6846 -4.1478
39 C 0.0799 2.0786 -4.0201
40 H -0.1894 4.8275 0.7544
41 H -3.1076 2.6145 -2.8788
42 Be 0.0968 0.4987 0.1927
43 H -1.1169 -3.6320 0.1790
44 H -0.0358 -4.7229 1.1978
45 C 2.1370 -2.2371 3.9717
46 S 1.1026 0.6403 -3.4964
47 H -4.8060 2.0926 -2.3902
48 H 5.6800 2.1566 -0.6319
49 O -0.1979 2.8796 1.0765
50 H -4.0301 1.5240 -3.8763
51 H 2.1152 -3.8314 -2.3001
52 C 4.6212 2.0442 -0.8654
53 C -4.3508 -0.2577 -0.9443
54 H 1.1515 2.9777 -1.3120
55 H 0.4700 -3.5575 -2.1966
56 S 0.7982 -0.9153 3.6844
57 H -0.8731 2.0588 -3.4916
58 H -1.1252 -0.3936 -4.0729
59 H 3.1664 -1.9242 3.7970
60 H -0.2819 -3.1507 1.6831
61 S 3.7642 1.5841 0.7717
62 H 0.5932 3.0269 -3.8610
63 H -3.2808 -3.3888 1.5114
64 H 1.2073 4.8545 -1.2743
65 O 2.3492 0.9763 0.4815
66 H -4.7370 -0.3558 3.5314
67 O 0.8738 -1.7221 -0.3738
68 H 1.0932 -5.0977 -1.5975
69 H -5.2891 -0.0331 -1.4516

Total charge: +1
HOMO level in eV: -9.0
Kohn-Sham gap in eV: 7.069
LUMO in eV: -1.9
Molecular weight in Da: 522.89
2S+1: 1

Atomic partial charges in e from the natural (NBO) method, atoms 1 to 4: O -1.024; H 0.236; H 0.271; H 0.239